Entry from the OMol25 dataset: a single C4H9NO2 molecule (wB97M-V/def2-TZVPD).

Properties
* HOMO-LUMO gap: 10.688 eV
* electronic energy: -363.06978 Ha
* E_LUMO: 0.92 eV
* HOMO energy: -9.763 eV
* SMILES: CCNC(=O)OC

CARTESIAN COORDINATES (ANGSTROEM)
O: -0.75738 -0.28475 1.71441
H: -0.94480 1.46367 2.82770
C: -0.24833 -0.19866 -1.82605
H: -0.49369 0.84609 -2.03358
N: -0.75114 -0.50823 -0.49850
H: 1.79913 0.27386 -1.31797
C: 1.25531 -0.42577 -1.96045
H: -0.80279 -0.81656 -2.54002
H: 0.62092 0.63126 2.96864
H: 1.52322 -1.44688 -1.66542
O: -0.12145 1.48645 0.44210
H: -0.83543 -0.09206 3.71740
H: 1.58477 -0.27410 -2.99384
C: -0.50186 0.33768 0.54053
H: -0.86716 -1.47869 -0.24793
C: -0.45932 0.48669 2.87298

Cartesian forces (eV/Å) of the 2 atoms listed first:
0.0005 0.0116 -0.1283
0.0434 -0.1287 0.0151

***

Entry from the OMol25 dataset: 7 unconnected molecules or ions with the total composition C20H40Br4O6 (wB97M-V/def2-TZVPD).

Properties
* HOMO-LUMO gap: 9.653 eV
* electronic energy: -11533.50886 Ha
* E_LUMO: 0.25 eV
* HOMO energy: -9.402 eV
* SMILES: CCOC(C)=O.CC(C)=O.CC(C)=O.CC(C)=O.CC(C)=O.BrCCBr.BrCCBr

CARTESIAN COORDINATES (ANGSTROEM)
H: 3.27735 -0.87071 -2.33361
H: -0.48429 0.11251 -1.48804
H: -3.45218 -0.84003 1.67374
H: -0.15764 -2.64489 1.12170
C: 2.86309 0.17687 -4.32056
C: -3.62362 2.83451 -3.19444
H: 1.90131 -1.50445 -3.36477
H: -0.62248 -5.23825 0.84660
H: 6.00295 -1.64670 1.83757
H: 1.41371 1.68664 -5.03933
O: -3.90665 -3.63732 0.56941
C: -3.88755 -2.98524 1.57280
H: 4.55890 1.10863 -1.06293
H: 0.92868 -2.88563 -0.21435
H: -4.35179 4.45236 3.80806
O: 3.69470 0.32576 -5.19365
H: -1.08477 2.88456 0.79927
H: 2.92214 1.78173 1.08385
C: -2.97757 -1.82129 1.67614
O: 2.22305 -4.55047 2.05506
C: 4.49324 -0.71931 0.73288
H: -5.60052 -3.95728 2.44225
H: -5.41223 3.04099 3.42003
Br: -2.41823 2.20225 3.78400
H: -0.08508 2.48012 2.09063
C: 0.27424 0.30829 -0.73015
H: -2.26657 -1.82956 0.85000
Br: -5.54970 4.83004 1.58627
H: -2.08860 2.06298 -4.58863
C: -0.15234 2.36057 1.00929
H: 4.13053 3.03496 1.27851
C: 1.75539 1.28677 -4.08463
H: -3.80160 2.18316 1.71504
C: 4.77963 1.46573 -0.05702
H: 4.53037 -1.32919 2.72275
C: 4.91636 -1.70696 1.77596
C: 0.86774 -2.91888 0.87344
O: 3.64122 -1.00596 -0.13833
Br: -0.79187 3.51971 -3.00471
H: 0.61837 -6.45971 1.29139
C: -4.67827 3.75148 3.03977
C: -4.89171 -3.16510 2.68339
H: 3.49835 -1.76501 -3.77009
H: 4.55305 -2.71564 1.57931
H: -2.96853 3.68995 1.66053
H: -2.42822 -1.89045 2.61503
C: -3.50199 3.02477 2.33954
H: 0.79253 -0.63054 -0.53499
H: 1.49595 -2.12629 1.27996
C: -2.21077 2.29724 -3.53114
H: 0.89864 0.96107 -3.49471
H: 0.80380 -5.67069 -0.20496
H: 2.14284 2.15504 -3.55160
H: 1.06446 0.93137 -1.14900
H: -5.45381 -2.23259 2.73409
C: 3.68617 2.35150 0.55497
C: 1.23091 -4.32866 1.34399
Br: -3.81198 3.16579 -1.24834
H: -3.79998 3.70837 -3.82164
H: -1.94382 1.32451 -3.11805
C: 0.43462 -5.50096 0.80647
H: -4.44574 2.14199 -3.37514
H: 5.64660 2.09022 -0.27258
C: 2.86358 -0.99336 -3.33453
H: 0.71964 2.87445 0.60470
O: -0.60156 0.04892 1.47370
H: -4.45392 -3.38284 3.65756
H: 3.30109 2.97502 -0.25190
O: 5.14187 0.47073 0.82458
C: -0.16148 0.85241 0.65961

Cartesian forces (eV/Å) of the 2 atoms listed first:
-0.5457 0.6525 0.0623
-0.3556 0.3235 0.3809

***

Entry from the OMol25 dataset: a molecular structure, C28H36F6N8OSbV (wB97M-V/def2-TZVPD).

Properties
* HOMO-LUMO gap (alpha / beta): 8.507 / 8.824 eV
* net charge: +2
* <S²>: 2.02
* electronic energy: -3385.08933 Ha
* E_LUMO (alpha / beta): -6.27 / -5.95 eV
* HOMO energy (alpha / beta): -14.777 / -14.776 eV
* multiplicity: 3

CARTESIAN COORDINATES (ANGSTROEM)
N: 1.57484 0.89461 1.05281
C: -0.80212 -1.79108 2.74482
F: 1.06896 0.44318 -1.82482
F: 0.58825 0.30539 -4.36787
C: -2.49645 -4.78476 -2.21820
H: -1.19517 -0.07972 -2.74081
H: 5.11544 -0.01184 4.41461
C: 0.95989 -2.89018 0.12698
H: 1.80313 -3.35644 -0.38485
H: 1.79282 -2.21556 2.00278
C: -1.32712 -4.68090 -2.95427
H: -3.57182 1.71599 -0.97632
H: 0.83673 5.16900 -1.75956
H: 0.12582 2.47010 2.42988
V: -0.17579 0.41215 0.04896
F: 3.59863 0.13999 -2.15294
H: 1.81098 -1.14011 -0.44657
C: -0.68579 -3.45527 -3.00353
Sb: 2.27257 0.21848 -3.50680
H: -4.08125 0.41692 0.06079
H: -1.33769 3.95409 3.72328
H: -1.70300 -1.98208 3.33005
H: -3.02194 -5.72669 -2.13617
H: -1.37234 -1.75457 0.79861
H: -2.04769 -0.57737 1.69063
C: -2.97220 -1.21939 -1.13414
C: 4.02323 1.22875 2.36903
C: 1.70407 0.64977 2.36733
C: 3.89018 1.50311 1.01578
H: -0.83247 -3.78069 1.92600
C: -0.45029 4.02659 -3.06023
H: -3.39268 -1.51618 -0.17183
C: -2.98891 -3.65208 -1.58989
H: 0.06541 -3.43970 -0.17771
H: -0.91502 -5.53173 -3.47829
H: 0.78539 3.46080 0.02434
H: -3.79515 3.95503 3.23201
C: 1.16353 -3.03364 1.63694
C: -3.11516 3.32581 2.67394
C: -1.16139 1.94758 -2.12999
H: -4.62800 2.51314 1.38706
H: -3.83258 -1.00754 -1.78338
H: -1.74072 2.62892 -4.07109
C: 0.23561 3.31091 -0.89674
C: -2.29819 -2.45138 -1.72192
N: 0.86108 -1.49480 -0.36295
H: 4.73965 1.85820 0.44817
H: -0.42747 4.73719 -3.87502
C: -0.13208 -3.12146 2.44983
H: -0.14259 -1.18699 3.36499
C: -3.20130 0.97599 -0.25997
C: 5.35807 1.51693 3.02767
C: -2.68295 1.73292 0.93705
O: 6.06965 2.37197 2.55733
C: -0.93392 2.48555 2.22828
N: 5.65675 0.77845 4.11898
C: 2.88931 0.80024 3.05665
N: -1.16927 -1.04845 1.50347
H: 0.07689 -3.59384 3.41039
C: -1.75529 3.32046 2.95406
H: 0.24217 -3.33021 -3.54615
H: 1.72104 -3.95543 1.80345
H: 6.55224 0.92829 4.55677
N: -1.38217 1.68125 1.24906
C: -1.86471 0.63129 -2.25792
H: 2.56854 1.54794 -0.65442
H: -2.74146 0.74649 -2.90521
C: 2.66743 1.32751 0.39785
C: -1.18195 2.85813 -3.17417
H: 0.53396 -1.55135 -1.33308
H: 2.90677 0.61144 4.12148
C: 0.25813 4.26611 -1.88831
N: -1.15544 -2.36087 -2.39484
F: 3.31434 -0.03585 -5.00454
F: 1.95221 -1.60609 -3.10847
N: -0.44986 2.16772 -1.01938
H: 0.81466 0.33773 2.89375
C: -3.57806 2.52127 1.64979
H: -3.90818 -3.69625 -1.01807
F: 2.28803 2.10327 -3.35890
N: -2.23874 0.06383 -0.93629

Cartesian forces (eV/Å) of the 2 atoms listed first:
0.5367 0.2936 0.3126
0.1450 -0.2441 0.1570

***

Entry from the OMol25 dataset: a single C14H19N3O4 molecule (wB97M-V/def2-TZVPD).

Properties
* HOMO-LUMO gap: 8.754 eV
* electronic energy: -1010.03507 Ha
* E_LUMO: -0.61 eV
* HOMO energy: -9.360 eV
* SMILES: CCCCCC(=O)NNC(=O)Cc1ccc([N+](=O)[O-])cc1

CARTESIAN COORDINATES (ANGSTROEM)
H: -1.57436 -1.27843 2.48791
C: -6.11076 -0.53332 -1.31475
C: -3.24165 -1.45811 1.13647
C: 1.21846 2.34855 0.06917
C: 3.40023 0.24388 -1.42363
H: -6.93445 -1.11472 -1.72194
H: -4.48039 0.26187 0.75190
H: 4.34108 -1.66531 -1.73063
N: 6.10807 -1.66285 0.23853
C: 2.36557 2.48558 -0.92934
C: 4.29842 -0.76469 -1.13778
H: -5.51313 -0.15848 -2.14274
H: 1.97640 2.40812 -1.94424
O: 6.12022 -2.63502 -0.48624
H: -3.46531 -0.22387 -0.60895
H: -0.75386 1.61462 1.42461
H: 0.62846 0.54247 -0.83859
C: 4.23824 1.53060 0.42777
H: -4.86844 -2.24657 -0.93805
C: -2.07474 -0.66722 1.73255
C: -1.04953 -0.34373 0.67188
N: 0.41470 1.29877 -0.19626
H: 4.20267 2.42312 1.03349
H: 2.73059 0.13440 -2.26399
C: -4.09169 -0.60011 0.20305
H: -3.86424 -1.84489 1.94544
O: 1.02060 3.10086 0.99889
H: -2.43239 0.24734 2.20678
C: 5.16526 -0.61628 -0.06213
H: -2.83620 -2.30568 0.58169
C: 3.36487 1.40191 -0.65065
O: -0.63785 -1.12305 -0.16481
O: 6.83401 -1.50779 1.19763
H: -6.52434 0.31814 -0.77834
C: -5.25857 -1.38915 -0.38594
H: 2.81265 3.46868 -0.78227
N: -0.60848 0.94080 0.68448
C: 5.13804 0.52871 0.72632
H: 5.82221 0.61387 1.55649
H: -5.88039 -1.77301 0.42621

Cartesian forces (eV/Å) of the 2 atoms listed first:
0.0601 0.0931 0.0230
0.0501 -0.2251 0.1166

***

Entry from the OMol25 dataset: 2 unconnected molecules or ions with the total composition C10H14O2S2 (wB97M-V/def2-TZVPD).

Properties
* HOMO-LUMO gap (alpha / beta): 8.907 / 6.195 eV
* <S²>: 2.01
* electronic energy: -1336.08400 Ha
* E_LUMO (alpha / beta): 0.78 / -1.82 eV
* HOMO energy (alpha / beta): -8.128 / -8.013 eV
* multiplicity: 3

CARTESIAN COORDINATES (ANGSTROEM)
H: -2.12781 4.79403 -1.32659
H: 1.82751 -2.05898 -0.77636
H: 1.51875 -0.19267 3.89641
C: 0.31615 -0.05345 -1.81172
O: 1.56241 -1.45475 1.18936
C: 2.04456 -1.14969 3.79516
H: -0.98247 -1.65817 1.72952
H: 1.35269 2.34526 -1.34995
C: -2.58009 2.60562 -1.66066
H: -2.51185 0.49900 -1.85012
H: 1.28564 -0.03415 -2.37505
C: 0.21999 2.42130 -1.53299
H: -0.34367 -0.79902 -2.09160
C: -1.87080 1.36202 -1.68721
O: 0.65721 -0.31999 -0.41774
H: 1.35273 -1.82380 3.28093
H: -2.09243 -2.33852 0.31374
H: 2.40455 -1.53239 4.80635
C: -1.77798 3.78501 -1.42210
C: 1.14762 -1.49659 -0.11638
C: -0.49891 1.27118 -1.74539
C: -0.35092 3.65801 -1.26183
S: 0.04416 -2.92104 0.01175
H: -1.39327 -3.43336 1.63970
H: 0.16374 4.44381 -0.99983
C: -1.27927 -2.47442 1.11501
S: 3.29859 -0.61902 2.54978
H: -3.61666 2.81194 -1.75699

Cartesian forces (eV/Å) of the 2 atoms listed first:
-0.7923 0.1305 -0.0129
0.6884 1.1405 -0.5505